# 1
Formula: C16H24ClO12
Source: the Open Molecules 2025 dataset
Level of theory: ωB97M-V with the def2-TZVPD basis set

Results
* E_HOMO: -6.904 eV
* max |F|: 5.1 eV Å⁻¹
* charge: -1
* frontier orbital gap: 0.3382 Eh
* E_tot: -1986.95031 Eh
* energy relative to the best compared isomer or geometry (same formula, charge and spin): 2.292 eV

Atoms and positions in Å:
Cl  2.37  0.07  -0.39
O  3.50  0.21  0.47
O  -4.56  -2.33  -1.77
O  -2.35  -2.09  -2.21
O  2.36  1.59  4.72
O  0.41  -4.46  1.72
O  -0.11  3.75  -5.32
O  1.64  -1.12  0.07
O  1.46  2.85  6.35
O  0.40  5.20  -3.58
O  1.48  1.19  -0.35
O  0.55  -6.48  2.56
O  2.83  -0.15  -1.70
C  1.14  5.21  -2.36
C  0.71  2.88  -3.15
C  1.34  3.71  -2.03
C  -0.66  -6.11  0.54
C  -1.94  0.00  -1.34
C  0.24  3.91  -4.15
C  1.32  2.30  5.21
C  -3.59  -1.65  -1.79
C  -3.45  -0.11  -1.48
C  -1.24  -1.16  -2.03
C  0.09  -5.76  1.73
C  2.05  0.99  3.58
C  -0.40  -3.77  0.69
C  -1.26  -4.81  0.02
C  0.88  1.74  2.99
C  0.18  2.33  4.19
H  0.15  1.09  2.49
H  0.24  -3.33  -0.08
H  -0.65  -0.83  -2.89
H  -1.64  0.11  -0.30
H  2.89  0.94  2.88
H  -3.94  0.22  -0.57
H  -0.14  3.37  4.09
H  -0.11  2.29  -2.74
H  -1.61  0.92  -1.82
H  2.20  5.45  -2.46
H  0.56  5.65  -1.55
H  1.10  2.64  2.42
H  -1.59  -6.59  0.85
H  -0.64  1.73  4.57
H  1.42  2.14  -3.54
H  -0.07  -6.69  -0.17
H  -1.00  -4.87  -1.03
H  1.85  -0.05  3.81
H  -0.52  -1.77  -1.49
H  -0.99  -2.99  1.17
H  0.88  3.52  -1.06
H  -2.31  -4.74  0.29
H  -3.75  0.41  -2.38
H  2.33  3.43  -1.69

Results of the natural (NBO) charge analysis, in e, for atoms 1 through 6: 2.57 -0.87 -0.57 -0.52 -0.47 -0.48

# 2
Formula: C16H24F3Na3O18S
Source: the Open Molecules 2025 dataset
Level of theory: ωB97M-V with the def2-TZVPD basis set

Results
* E_HOMO: -14.008 eV
* max |F|: 6.5 eV Å⁻¹
* charge: +2
* frontier orbital gap: 0.2576 Eh
* E_tot: -3162.69054 Eh
* energy relative to the best compared isomer or geometry (same formula, charge and spin): 0.000 eV

Atoms and positions in Å:
S  -1.93  0.02  -2.42
Na  -5.42  -1.44  -2.17
Na  -2.46  3.26  -1.26
Na  -3.20  0.71  -6.24
F  -0.83  -2.44  -2.67
F  -0.31  -1.35  -0.86
F  0.49  -0.75  -2.85
O  -2.48  -1.91  0.96
O  2.55  -2.09  3.73
O  -0.64  4.95  -2.26
O  2.79  -1.70  1.56
O  -3.47  -3.81  1.12
O  3.21  -5.36  -2.15
O  -1.83  0.53  -3.82
O  -1.69  1.12  -1.47
O  2.04  -3.44  -2.11
O  3.99  -3.43  2.64
O  1.31  3.75  -2.40
O  -1.25  3.33  0.90
O  -4.48  -2.13  -0.02
O  1.26  5.56  -1.15
O  -0.20  4.10  2.68
O  -3.15  -0.70  -2.09
O  3.60  -3.72  -3.83
O  -0.87  1.97  2.73
C  -2.57  -3.78  2.15
C  3.19  -2.48  2.57
C  0.41  5.22  2.08
C  -3.54  -2.59  0.65
C  2.60  -5.25  -0.88
C  -0.82  3.11  1.99
C  -1.56  -2.76  1.63
C  1.57  -4.27  -1.10
C  -0.53  -1.28  -2.20
C  1.50  -1.25  3.42
C  1.86  -0.72  2.03
C  2.97  -4.17  -2.80
C  0.74  2.64  -3.11
C  0.53  4.75  -1.94
C  0.87  6.90  -0.71
C  -1.41  0.72  2.24
H  -0.28  5.98  1.71
H  -0.70  0.10  1.70
H  0.57  -1.80  3.53
H  2.28  -6.27  -0.67
H  -0.29  2.51  -2.76
H  1.44  -3.67  -0.21
H  -0.07  6.95  -0.14
H  3.39  -5.14  -0.13
H  2.21  0.31  2.02
H  -1.05  -2.16  2.38
H  -2.11  0.78  1.41
H  -0.87  -3.15  0.88
H  -1.72  0.01  3.00
H  0.59  -4.65  -1.38
H  -3.07  -3.61  3.10
H  1.42  -0.41  4.11
H  1.11  4.87  1.32
H  -2.11  -4.76  2.20
H  0.65  2.91  -4.16
H  1.73  7.33  -0.20
H  1.28  1.71  -2.95
H  0.99  -0.76  1.37
H  1.08  5.55  2.88
H  0.70  7.55  -1.57

Results of the natural (NBO) charge analysis, in e, for atoms 1 through 6: 2.28 0.99 0.97 1.00 -0.28 -0.32

# 3
Formula: C16H24F3Na3O18S
Source: the Open Molecules 2025 dataset
Level of theory: ωB97M-V with the def2-TZVPD basis set

Results
* E_HOMO: -12.367 eV
* max |F|: 6.7 eV Å⁻¹
* charge: +2
* frontier orbital gap: 0.1918 Eh
* E_tot: -3162.50269 Eh
* energy relative to the best compared isomer or geometry (same formula, charge and spin): 5.112 eV

Atoms and positions in Å:
S  3.05  -1.96  1.14
Na  6.81  -1.50  5.98
Na  3.99  -7.75  1.51
Na  -0.15  -1.56  6.01
F  2.26  -1.31  -1.32
F  4.34  -1.88  -1.27
F  3.75  0.05  -0.62
O  4.29  -1.88  1.97
O  -0.06  7.66  -2.74
O  4.14  -8.81  -6.78
O  -2.10  -4.72  0.12
O  -1.90  2.74  5.44
O  1.76  7.15  -1.39
O  -2.54  -4.44  2.36
O  -3.31  -6.18  1.23
O  -3.64  3.13  -0.80
O  -5.52  4.10  0.02
O  -2.47  4.93  5.30
O  5.31  -9.73  -5.12
O  -4.64  2.24  0.97
O  -0.02  7.91  -0.45
O  -0.54  4.39  4.61
O  4.69  -7.69  -5.05
O  2.84  -3.37  0.91
O  1.91  -1.27  1.78
C  -2.88  2.03  -0.43
C  -1.37  8.21  -0.25
C  -3.35  -6.73  -0.05
C  -2.25  -5.82  -0.69
C  -2.66  -5.04  1.26
C  -4.73  3.19  0.02
C  3.41  -1.20  -0.66
C  -3.72  4.79  6.00
C  -1.63  3.91  5.14
C  -3.71  1.26  0.45
C  0.70  3.68  4.42
C  4.79  -8.83  -5.65
C  2.51  6.40  -2.38
C  0.48  7.59  -1.63
C  3.50  -7.59  -6.98
C  4.14  -6.67  -5.92
H  -1.29  -6.33  -0.80
H  4.87  -6.00  -6.38
H  -4.50  4.37  5.38
H  -2.01  2.46  0.07
H  -2.07  7.67  -0.89
H  3.58  6.53  -2.22
H  -1.67  7.88  0.75
H  2.30  6.61  -3.43
H  -3.50  4.13  6.83
H  0.64  3.22  3.44
H  -4.01  5.78  6.37
H  -1.56  9.28  -0.36
H  -4.31  -6.56  -0.54
H  2.44  -7.51  -6.72
H  -2.71  1.60  -1.42
H  -2.60  -5.44  -1.65
H  0.62  2.87  5.15
H  -3.04  -7.77  0.03
H  -4.37  0.62  -0.14
H  1.46  4.45  4.52
H  3.71  -7.18  -7.96
H  -3.18  0.69  1.21
H  2.26  5.34  -2.40
H  3.44  -6.12  -5.29

Results of the natural (NBO) charge analysis, in e, for atoms 1 through 6: 2.25 1.00 1.00 1.00 -0.32 -0.31